Formula: C9H14ClI2NOPSV
Source: the Open Molecules 2025 dataset
Level of theory: the ωB97M-V functional and the def2-TZVPD basis

Geometry as XYZ:
```
31
Properties=species:S:1:pos:R:3:lowdin_spin:R:1
I -3.819 -1.918 5.035 0.50
I -4.967 0.384 4.271 0.50
V 0.102 -0.335 0.083 0.00
P -1.161 -1.492 -1.478 0.00
C -2.790 -2.141 -0.945 0.00
C -1.561 -0.514 -2.974 0.00
H 0.651 -2.652 -2.554 0.00
H -0.913 -3.436 -2.949 0.00
H -0.146 -3.689 -1.353 0.00
C -0.317 -2.969 -2.158 0.00
H -0.625 -0.131 -3.388 0.00
H -2.080 -1.126 -3.720 0.00
H -3.292 -2.666 -1.765 0.00
H -3.417 -1.312 -0.607 0.00
H -2.191 0.333 -2.692 0.00
H -2.650 -2.828 -0.106 0.00
C -1.138 -0.530 1.402 0.00
O -1.936 -0.655 2.250 0.00
Cl 1.726 -0.078 -1.645 0.00
S -0.142 2.053 0.027 0.00
C 1.326 2.216 0.718 0.00
N 2.349 2.801 0.029 0.00
C 3.594 2.918 0.571 0.00
C 3.851 2.435 1.856 0.00
C 2.819 1.836 2.579 0.00
C 1.548 1.724 2.012 0.00
H 2.189 3.164 -0.937 0.00
H 4.390 3.383 0.004 0.00
H 4.840 2.522 2.287 0.00
H 3.005 1.453 3.574 0.00
H 0.754 1.251 2.575 0.00
```

Calculated values
LUMO (alpha / beta), Ha: -0.4436 / -0.4935
Expectation value of S²: 0.76
ΔE to the lowest compared entry with this formula, charge and spin, eV: 1.201
E_HOMO (alpha / beta), eV: -18.4 / -18.5
Spin multiplicity: 2
Net charge: +3
Electronic energy, a.u.: -3219.35082